{
  "formula": "C6H11NOS",
  "method": "ωB97M-V/def2-TZVPD",
  "symbols": ["C", "C", "C", "C", "C", "C", "N", "O", "S", "H", "H", "H", "H", "H", "H", "H", "H", "H", "H", "H"],
  "xyz": [[-0.03, -0.69, -1.77], [1.42, 0.99, -0.48], [-1.06, 2.78, 0.55], [-0.09, -1.53, 2.14], [0.72, -2.54, 1.40], [-0.54, -2.42, 1.15], [-1.18, 1.85, -0.46], [-0.14, 2.90, 1.35], [-0.18, 0.17, -0.44], [-0.79, -1.35, -1.96], [0.34, -0.15, -2.71], [1.39, 1.90, 0.05], [1.72, 1.05, -1.56], [-2.09, 3.26, 0.59], [-0.33, -1.68, 3.18], [-0.15, -0.49, 1.89], [1.57, -3.19, 1.44], [2.33, 0.46, 0.02], [-1.36, -2.71, 0.54], [-2.05, 1.69, -0.95]],
  "lowdin_charge": [-0.381, -0.258, -0.431, -0.227, -0.010, -0.143, -0.142, -0.027, 0.951, -0.037, 0.055, 0.005, 0.057, 0.129, 0.083, 0.018, 0.091, 0.103, 0.098, 0.066],
  "gap_ha": 0.341,
  "e_homo_ev": -8.69,
  "spin_multiplicity": 1,
  "lumo_ev": 0.6
}

{
  "formula": "C6H11NOS",
  "method": "ωB97M-V/def2-TZVPD",
  "symbols": ["C", "C", "C", "C", "C", "C", "N", "O", "S", "H", "H", "H", "H", "H", "H", "H", "H", "H", "H", "H"],
  "xyz": [[0.77, -0.60, 2.14], [0.99, -0.23, -0.16], [-0.22, 0.46, -0.79], [0.31, 1.49, -1.82], [-0.91, 1.29, 0.28], [-0.25, -2.25, 0.85], [0.59, -1.10, 0.97], [0.54, -0.47, 3.29], [-1.45, -0.69, -1.59], [1.57, -0.75, -0.88], [1.53, 0.62, 0.19], [0.97, 2.26, -1.36], [-0.51, 2.02, -2.30], [0.86, 0.97, -2.61], [-1.18, 0.77, 1.16], [-1.80, 1.66, -0.18], [-0.13, 2.04, 0.61], [-0.97, -2.24, 1.65], [-0.87, -2.07, -0.13], [0.16, -3.18, 0.67]],
  "lowdin_charge": [-0.182, -0.149, -0.916, -0.118, -0.132, -0.033, -0.098, 0.194, 0.550, 0.126, 0.116, 0.086, 0.072, 0.075, 0.054, 0.069, 0.107, 0.111, -0.005, 0.072],
  "gap_ha": [0.282, 0.145],
  "e_homo_ev": [-8.04, -6.38],
  "spin_multiplicity": 1,
  "lumo_ev": [-0.4, -2.4]
}

{
  "formula": "C6H11NS",
  "method": "ωB97M-V/def2-TZVPD",
  "symbols": ["C", "C", "C", "C", "C", "C", "N", "S", "H", "H", "H", "H", "H", "H", "H", "H", "H", "H", "H"],
  "xyz": [[1.40, -1.98, -0.98], [0.32, -1.14, -1.40], [1.04, 0.31, 1.61], [0.84, -0.02, -2.32], [-0.71, 1.52, 2.77], [-0.07, 0.24, 2.38], [2.03, -1.97, 0.16], [2.26, -1.06, 1.42], [1.60, -2.88, -1.64], [-0.13, -0.72, -0.53], [1.39, 1.38, 1.51], [0.97, -0.57, -3.25], [1.81, 0.27, -1.88], [0.03, 0.80, -2.53], [-1.30, 1.88, 1.92], [-0.03, 2.38, 2.98], [-1.20, 1.39, 3.71], [-0.33, -1.73, -2.07], [-0.70, -0.72, 2.54]],
  "lowdin_charge": [-0.269, -0.286, -0.421, -0.099, -0.138, -0.243, -0.428, 0.874, 0.129, 0.075, 0.077, 0.061, 0.076, 0.110, 0.084, 0.085, 0.063, 0.116, 0.135],
  "smiles": "C/C=C/S/N=C\\CC",
  "gap_ha": 0.334,
  "e_homo_ev": -8.23,
  "spin_multiplicity": 1,
  "lumo_ev": 0.9
}

{
  "formula": "C6H11NSi",
  "method": "ωB97M-V/def2-TZVPD",
  "symbols": ["C", "C", "C", "C", "C", "C", "N", "Si", "H", "H", "H", "H", "H", "H", "H", "H", "H", "H", "H"],
  "xyz": [[-1.48, -0.52, 2.61], [-0.85, 1.82, -1.13], [2.27, 1.53, -0.68], [-0.82, -1.30, 1.71], [-1.16, 0.51, -1.21], [2.31, 0.57, 0.18], [-0.22, -2.31, -1.08], [-0.71, -0.94, -0.19], [-1.47, -0.81, 3.74], [-1.97, 0.47, 2.40], [-1.15, 2.48, -2.01], [-0.54, 2.17, -0.27], [3.14, 1.91, -1.15], [1.27, 1.82, -0.89], [-0.36, -2.19, 1.99], [-1.59, 0.20, -2.22], [3.08, 0.22, 0.73], [-0.16, -3.21, -0.56], [0.43, -2.40, -1.96]],
  "lowdin_charge": [-0.101, -0.097, -0.143, -0.275, -0.305, -0.014, -0.135, 0.692, 0.078, 0.055, 0.096, -0.008, 0.033, -0.034, 0.006, 0.067, -0.043, 0.033, 0.095],
  "gap_ha": [0.291, 0.206],
  "e_homo_ev": [-7.76, -5.65],
  "spin_multiplicity": 1,
  "lumo_ev": [0.2, 0.0]
}

{
  "formula": "C6H11O",
  "method": "ωB97M-V/def2-TZVPD",
  "symbols": ["C", "O", "C", "C", "C", "C", "C", "H", "H", "H", "H", "H", "H", "H", "H", "H", "H", "H"],
  "xyz": [[0.04, 2.00, 0.40], [-0.93, 1.60, 1.23], [1.36, 1.14, 0.46], [1.41, -0.09, -0.50], [0.14, -0.81, -0.80], [-0.81, -1.01, 0.15], [-1.84, -2.12, 0.03], [0.45, 3.03, 0.54], [-0.22, 1.99, -0.70], [2.21, 1.79, 0.21], [1.54, 0.86, 1.50], [1.90, 0.22, -1.43], [2.15, -0.75, -0.03], [-0.29, -0.66, -1.80], [-0.97, -0.14, 0.86], [-2.69, -1.90, 0.66], [-1.23, -2.99, 0.24], [-2.23, -2.18, -1.00]],
  "lowdin_charge": [-0.534, -0.349, -0.216, -0.252, -0.179, -0.165, -0.122, 0.067, 0.083, 0.075, 0.090, 0.081, 0.082, 0.094, 0.078, 0.054, 0.056, 0.058],
  "smiles": "C/C=C/CCC[O-]",
  "gap_ha": 0.252,
  "e_homo_ev": -2.59,
  "spin_multiplicity": 1,
  "lumo_ev": 4.3,
  "total_charge": -1
}

{
  "formula": "C6H11O",
  "method": "ωB97M-V/def2-TZVPD",
  "symbols": ["C", "O", "C", "C", "C", "C", "C", "H", "H", "H", "H", "H", "H", "H", "H", "H", "H", "H"],
  "xyz": [[-0.91, 1.92, 0.64], [-0.30, 2.86, 1.37], [-0.12, 1.54, -0.69], [-0.43, 0.11, -1.18], [0.40, -0.89, -0.40], [0.25, -2.21, -0.29], [1.13, -3.18, 0.48], [-1.94, 2.13, 0.22], [-1.00, 1.00, 1.29], [-0.62, 2.12, -1.48], [0.91, 1.76, -0.46], [-1.47, -0.04, -0.86], [-0.26, -0.05, -2.24], [1.24, -0.47, 0.16], [-0.61, -2.63, -0.83], [0.40, -3.94, 0.78], [1.78, -2.75, 1.24], [1.83, -3.57, -0.28]],
  "lowdin_charge": [-0.582, -0.374, -0.231, -0.237, -0.148, -0.205, -0.120, 0.071, 0.077, 0.082, 0.085, 0.103, 0.091, 0.111, 0.094, 0.058, 0.062, 0.062],
  "smiles": "C/C=C/CCC[O-]",
  "gap_ha": 0.211,
  "e_homo_ev": -2.12,
  "spin_multiplicity": 1,
  "lumo_ev": 3.6,
  "total_charge": -1
}

{
  "formula": "C6H11O",
  "method": "ωB97M-V/def2-TZVPD",
  "symbols": ["C", "C", "C", "C", "C", "C", "O", "H", "H", "H", "H", "H", "H", "H", "H", "H", "H", "H"],
  "xyz": [[-2.38, 0.13, -0.14], [-1.55, -1.15, -0.07], [-0.04, -0.93, 0.29], [-0.43, 1.44, 0.07], [0.48, 0.30, -0.40], [1.96, 0.48, 0.01], [-1.81, 1.24, 0.08], [-3.48, -0.04, -0.09], [-2.00, -1.79, 0.73], [-1.73, -1.80, -0.98], [0.15, -0.93, 1.37], [0.64, -1.69, -0.31], [-0.22, 1.81, 1.10], [-0.38, 2.23, -0.70], [0.40, 0.29, -1.48], [2.46, 0.02, 0.93], [2.25, 1.56, 0.10], [2.63, 0.25, -0.81]],
  "lowdin_charge": [0.092, -0.090, -0.150, -0.114, -0.359, -0.052, 0.087, 0.183, 0.151, 0.162, 0.133, 0.174, 0.177, 0.166, 0.151, 0.115, 0.095, 0.079],
  "gap_ha": 0.357,
  "e_homo_ev": -15.36,
  "spin_multiplicity": 1,
  "lumo_ev": -5.6,
  "total_charge": 1
}

{
  "formula": "C6H11O3",
  "method": "ωB97M-V/def2-TZVPD",
  "symbols": ["H", "C", "C", "C", "C", "C", "O", "O", "C", "O", "H", "H", "H", "H", "H", "H", "H", "H", "H", "H"],
  "xyz": [[-0.75, -0.39, -1.06], [-1.06, -0.31, 0.04], [-1.59, -1.67, 0.44], [0.25, 0.17, 0.60], [0.90, 1.18, -0.36], [2.29, 0.67, -0.85], [2.64, -0.61, -0.38], [1.33, -1.31, -0.46], [-2.02, 0.82, 0.47], [-2.47, 1.73, -0.18], [-2.67, -1.69, 0.24], [-1.11, -2.44, -0.17], [-1.46, -1.86, 1.52], [0.23, 0.53, 1.63], [1.04, -1.10, 0.51], [0.30, 1.42, -1.27], [1.00, 2.14, 0.15], [2.30, 0.60, -1.94], [3.06, 1.39, -0.51], [-2.22, 0.73, 1.58]],
  "lowdin_spin": [0.000, 0.042, 0.011, 0.492, 0.037, 0.018, -0.001, 0.246, 0.023, 0.035, -0.001, 0.001, 0.001, 0.037, 0.045, 0.004, 0.006, 0.002, -0.001, 0.002],
  "gap_ha": [0.341, 0.336],
  "e_homo_ev": [-8.34, -9.85],
  "spin_multiplicity": 2,
  "lumo_ev": [0.9, -0.7]
}

{
  "formula": "C6H11OP",
  "method": "ωB97M-V/def2-TZVPD",
  "symbols": ["C", "C", "C", "C", "C", "C", "O", "P", "H", "H", "H", "H", "H", "H", "H", "H", "H", "H", "H"],
  "xyz": [[0.35, 0.67, -0.04], [0.30, -0.66, -0.05], [-0.94, 1.43, -0.13], [-1.06, -1.30, -0.17], [1.59, 1.51, -0.01], [1.46, -1.60, 0.01], [-3.58, 0.02, -0.30], [-2.26, 0.00, 0.32], [-1.00, 2.27, 0.57], [-1.18, 1.78, -1.13], [-1.28, -1.58, -1.21], [-1.14, -2.20, 0.44], [1.45, 2.37, 0.64], [1.81, 1.89, -1.01], [2.46, 0.95, 0.33], [1.19, -2.51, 0.52], [2.31, -1.15, 0.52], [1.79, -1.87, -1.00], [-2.28, -0.02, 1.71]],
  "lowdin_charge": [-0.342, -0.326, -0.175, -0.244, -0.045, -0.047, -0.407, 0.730, 0.077, 0.089, 0.106, 0.088, 0.079, 0.090, 0.065, 0.076, 0.068, 0.089, 0.030],
  "smiles": "CC1=C(C)C[PH](=O)C1",
  "gap_ha": 0.369,
  "e_homo_ev": -9.16,
  "spin_multiplicity": 1,
  "lumo_ev": 0.9
}

{
  "formula": "C6H11P",
  "method": "ωB97M-V/def2-TZVPD",
  "symbols": ["C", "C", "C", "C", "C", "C", "P", "H", "H", "H", "H", "H", "H", "H", "H", "H", "H", "H"],
  "xyz": [[-2.38, -0.70, -0.73], [0.72, 0.36, 0.69], [-0.41, 1.06, 0.48], [1.92, -1.01, -0.90], [1.90, 0.33, -0.24], [-1.59, 0.83, 1.50], [-2.89, -0.51, 0.83], [-2.72, -1.28, -1.55], [-1.62, 0.02, -1.14], [0.88, -0.35, 1.51], [-0.40, 1.57, -0.40], [2.88, -1.06, -1.32], [1.63, -1.87, -0.26], [1.12, -0.97, -1.76], [2.79, 0.44, 0.28], [1.74, 1.07, -1.07], [-1.19, 0.52, 2.41], [-2.37, 1.54, 1.67]],
  "lowdin_charge": [-0.405, -0.145, -0.166, -0.127, -0.285, -0.354, 0.853, -0.028, -0.005, 0.117, 0.057, 0.045, 0.083, 0.114, 0.078, 0.129, 0.023, 0.017],
  "smiles": "C=PC/C=C/CC",
  "gap_ha": 0.342,
  "e_homo_ev": -8.70,
  "spin_multiplicity": 1,
  "lumo_ev": 0.6
}

{
  "formula": "C6H11P",
  "method": "ωB97M-V/def2-TZVPD",
  "symbols": ["C", "C", "C", "C", "C", "C", "P", "H", "H", "H", "H", "H", "H", "H", "H", "H", "H", "H"],
  "xyz": [[1.13, 0.48, 0.34], [0.53, -0.69, 0.16], [2.06, 2.90, 0.17], [-1.66, -3.13, 0.94], [1.40, 1.73, -0.57], [-2.15, -2.77, -0.20], [0.75, -0.34, 1.90], [0.12, -1.35, -0.51], [1.34, 3.83, 0.18], [3.05, 3.27, -0.18], [2.20, 2.63, 1.33], [-1.28, -4.17, 1.01], [-1.65, -2.36, 1.79], [-0.40, 0.51, 2.27], [1.97, 1.28, -1.41], [0.46, 2.02, -0.83], [-2.49, -1.75, -0.35], [-2.31, -3.41, -1.04]],
  "lowdin_charge": [-0.472, -0.315, -0.139, -0.104, -0.231, -0.122, 0.811, 0.016, 0.092, 0.061, 0.104, 0.063, 0.069, -0.110, 0.119, 0.063, 0.053, 0.042],
  "smiles": "CCC1=[PH]=C1.C=C",
  "gap_ha": 0.344,
  "e_homo_ev": -8.37,
  "spin_multiplicity": 1,
  "lumo_ev": 1.0
}

{
  "formula": "C6H11P",
  "method": "ωB97M-V/def2-TZVPD",
  "symbols": ["C", "C", "C", "C", "C", "C", "P", "H", "H", "H", "H", "H", "H", "H", "H", "H", "H", "H"],
  "xyz": [[-2.64, -0.93, 0.27], [1.82, -2.21, -0.76], [-1.38, -1.08, -0.15], [1.74, -1.03, -0.32], [0.69, 2.44, 0.30], [-0.41, 1.46, 0.24], [-0.27, 0.06, -0.99], [-3.19, -1.73, 0.83], [-3.00, 0.05, 0.23], [2.74, -2.73, -0.62], [0.99, -2.86, -1.12], [-0.80, -2.00, -0.08], [2.54, -0.45, 0.07], [1.07, 2.71, 1.35], [1.52, 2.00, -0.13], [0.47, 3.34, -0.31], [-1.31, 2.05, 0.05], [-0.58, 0.92, 1.13]],
  "lowdin_charge": [-0.064, -0.156, -0.465, -0.167, -0.196, -0.511, 0.988, 0.076, 0.020, 0.040, 0.061, 0.029, 0.021, 0.110, 0.009, 0.081, 0.078, 0.048],
  "gap_ha": 0.339,
  "e_homo_ev": -8.33,
  "spin_multiplicity": 1,
  "lumo_ev": 0.9
}

{
  "formula": "C6H11P",
  "method": "ωB97M-V/def2-TZVPD",
  "symbols": ["C", "C", "C", "C", "C", "C", "P", "H", "H", "H", "H", "H", "H", "H", "H", "H", "H", "H"],
  "xyz": [[-1.81, -1.68, 0.27], [-0.62, -1.26, 0.00], [-0.87, 1.23, 0.74], [-0.28, 0.16, -0.07], [0.57, -2.20, -0.22], [1.57, 2.35, -0.16], [0.99, 0.90, 0.88], [-2.01, -2.71, 0.39], [-2.66, -1.10, 0.51], [-1.08, 2.19, 0.21], [-1.79, 0.98, 1.27], [-0.30, 0.85, -1.78], [0.36, -3.29, -0.49], [1.27, -1.80, -0.99], [1.17, -2.28, 0.73], [0.79, 2.86, -0.66], [2.28, 1.77, -0.86], [2.43, 3.03, 0.24]],
  "lowdin_charge": [0.054, -0.445, -0.331, -0.584, -0.087, -0.343, 0.931, 0.062, 0.064, 0.066, 0.064, 0.209, 0.090, 0.073, 0.082, -0.008, 0.042, 0.060],
  "gap_ha": 0.315,
  "e_homo_ev": -8.66,
  "spin_multiplicity": 1,
  "lumo_ev": -0.1
}